[1]
The following is a quantum chemistry calculation of a cluster of 2 separate species, C13H17P in total, from OMol25.

Results
Molar mass (g mol⁻¹): 204.3
Multiplicity: 1
Relative energy (zero: lowest compared OMol25 entry of this formula, charge and spin) (kcal/mol): 55.01

Each line ends with the Mulliken charge.
Atoms and positions in Å:
1 C -3.55 -1.06 -1.03  -0.726
2 C -4.11 0.15 -0.63  -0.627
3 C -2.23 -1.32 -0.77  -0.858
4 C -3.32 1.08 0.02  -0.585
5 C -1.42 -0.40 -0.09  1.027
6 C -1.99 0.83 0.30  0.975
7 C 2.81 -2.82 0.80  -0.779
8 C -0.06 -0.72 0.25  -0.401
9 C 0.66 -1.80 -0.28  -0.019
10 C 1.85 -2.20 0.19  -0.338
11 C -1.18 1.88 1.00  -1.330
12 C 1.78 1.11 -1.38  -0.445
13 C 3.43 1.16 0.85  -0.903
14 P 3.35 0.37 -0.83  0.032
15 H -4.16 -1.80 -1.54  0.388
16 H -5.16 0.35 -0.82  0.383
17 H -1.81 -2.27 -1.06  0.315
18 H -3.76 2.03 0.31  0.340
19 H 3.85 -2.56 0.69  0.281
20 H 2.60 -3.64 1.48  0.253
21 H 0.36 -0.23 1.12  0.450
22 H 0.31 -2.27 -1.19  0.298
23 H -1.74 2.81 1.07  0.407
24 H -0.92 1.56 2.01  0.310
25 H -0.25 2.08 0.46  0.156
26 H 1.71 2.17 -1.13  0.331
27 H 0.94 0.58 -0.87  -0.205
28 H 1.65 0.98 -2.45  0.377
29 H 2.44 1.20 1.30  0.218
30 H 3.82 2.17 0.75  0.367
31 H 4.10 0.58 1.48  0.310

[2]
The following is a quantum chemistry calculation of a structure of composition C13H18AsCl8GaGe2NO6S, from OMol25.

Results
Molar mass (g mol⁻¹): 889.8
⟨S²⟩: 0.7532
Multiplicity: 2
Relative energy (zero: lowest compared OMol25 entry of this formula, charge and spin) (kcal/mol): 9.25

Each line ends with the Mulliken charge.
Atoms and positions in Å:
1 Ga 1.28 0.09 0.46  1.427
2 O 0.80 -0.79 3.99  -0.820
3 As 1.80 1.31 2.98  -0.072
4 O 0.39 1.31 2.03  0.100
5 O 2.68 0.40 1.87  -0.323
6 C -0.57 -0.77 4.01  0.529
7 C -1.17 -0.41 5.21  -0.667
8 C -2.54 -0.32 5.31  -0.487
9 C -3.35 -0.58 4.21  -0.743
10 C -2.77 -0.95 3.01  -0.524
11 C -1.38 -1.04 2.90  0.142
12 S -0.80 -1.50 1.31  1.578
13 O -0.97 -0.37 0.39  -0.357
14 O -1.41 -2.73 0.94  -0.625
15 O 0.73 -1.55 1.44  -1.012
16 H 1.10 -1.20 3.15  0.511
17 H -0.53 -0.21 6.06  0.443
18 H -2.99 -0.03 6.25  0.395
19 H -4.43 -0.50 4.28  0.423
20 H -3.38 -1.16 2.14  0.468
21 Cl 3.43 -1.74 -0.08  -0.058
22 C 4.14 -1.64 -1.70  0.312
23 Cl 5.88 -1.39 -1.64  -0.179
24 H 3.68 -0.80 -2.21  -0.354
25 H 3.93 -2.57 -2.21  0.356
26 Cl -2.19 -4.61 -1.92  -0.098
27 C -2.00 -2.93 -2.42  0.904
28 Cl -2.13 -2.79 -4.18  -0.110
29 Cl -3.19 -1.90 -1.63  -0.051
30 C -0.66 -2.48 -2.03  -0.492
31 N 0.38 -2.12 -1.72  -0.203
32 C 1.72 0.01 -3.89  -1.286
33 Ge 0.88 1.36 -2.75  0.784
34 C -1.05 1.16 -2.67  -0.653
35 C 1.34 3.10 -3.52  -1.309
36 C 1.61 1.37 -0.93  -1.348
37 H 1.13 -0.12 -4.80  0.408
38 H 1.81 -0.95 -3.41  0.276
39 H 2.71 0.36 -4.20  0.371
40 H -1.46 0.82 -3.62  0.367
41 H -1.50 2.13 -2.43  0.332
42 H -1.34 0.46 -1.89  -0.043
43 H 1.01 3.18 -4.55  0.380
44 H 2.42 3.25 -3.49  0.382
45 H 0.86 3.90 -2.95  0.339
46 H 1.22 2.27 -0.45  0.128
47 H 2.70 1.49 -0.98  0.505
48 Cl -1.61 3.40 3.51  -0.367
49 Ge -1.63 2.48 1.55  1.021
50 Cl -3.75 2.31 1.04  -0.377
51 Cl -0.81 3.98 0.21  -0.324

[3]
The following is a quantum chemistry calculation of a structure of composition C13H18BClF3GdN3O6S, from OMol25.

Results
Molar mass (g mol⁻¹): 604.9
⟨S²⟩: 16.7511
Multiplicity: 8
Relative energy (zero: lowest compared OMol25 entry of this formula, charge and spin) (kcal/mol): 147.23
Total charge: +3

Each line ends with the Mulliken charge.
Atoms and positions in Å:
1 N -3.80 0.29 -0.35  -0.273
2 C -3.33 -0.20 -1.63  0.517
3 N -4.46 -0.82 -2.34  -0.527
4 N -2.76 0.91 -2.45  -0.499
5 C -2.18 -1.34 -1.53  -1.225
6 C -0.97 -0.98 -0.62  -0.339
7 C -0.87 -1.38 0.71  1.456
8 C -2.03 -2.22 1.30  -1.057
9 B -2.11 -2.26 2.92  0.566
10 O -2.96 -1.38 3.59  -0.537
11 O -1.33 -3.24 3.57  -0.508
12 C 0.42 -0.98 1.44  -0.160
13 O 0.94 -1.61 2.32  -0.490
14 C 1.19 0.32 1.02  0.325
15 S 2.18 1.23 2.25  2.089
16 O 1.79 0.81 3.57  -0.633
17 O 1.92 2.73 2.15  -0.829
18 C 4.03 0.92 2.13  0.696
19 F 4.74 2.00 1.53  -0.083
20 F 4.48 0.89 3.41  -0.207
21 F 4.35 -0.24 1.57  -0.122
22 C 1.11 0.69 -0.31  0.551
23 C 1.84 1.91 -0.95  -0.904
24 C 3.39 1.64 -1.26  -0.129
25 C 3.65 1.10 -2.71  -0.669
26 Cl 3.41 -0.71 -2.77  -0.147
27 C 0.20 -0.16 -1.27  -0.216
28 O 0.34 -0.19 -2.46  -0.469
29 H -4.44 -0.35 0.13  0.355
30 H -3.04 0.60 0.26  0.288
31 H -4.70 -1.72 -1.90  0.368
32 H -4.10 -1.11 -3.27  0.360
33 H -2.60 1.71 -1.84  0.245
34 H -3.47 1.12 -3.16  0.292
35 H -1.76 -1.47 -2.57  0.500
36 H -2.62 -2.34 -1.27  0.572
37 H -1.92 -3.27 0.90  0.362
38 H -3.03 -1.84 0.95  -0.005
39 H -2.56 -1.07 4.42  0.327
40 H -0.88 -3.76 2.89  0.341
41 H 1.35 2.08 -1.95  0.531
42 H 1.74 2.86 -0.37  0.273
43 H 3.93 2.61 -1.06  0.223
44 H 3.84 0.89 -0.55  0.082
45 H 3.05 1.63 -3.50  0.361
46 H 4.74 1.26 -2.94  0.415
47 Gd 3.29 4.43 1.99  0.933